# 1
Here is C25H48FeOP4 as an isolated structure from OMol25. Energies are from ωB97M-V/def2-TZVPD.

```
79
Properties=species:S:1:pos:R:3:forces:R:3:mulliken_charge:R:1
Fe 0.28154 0.78117 0.02880 -3.6 -4.0 -0.6 1.10
P 1.43014 -1.04580 -1.16594 1.4 -1.9 -1.6 0.69
P 1.73165 2.31178 0.04947 3.5 5.5 0.5 1.14
P -1.40437 0.55192 -2.12134 -1.1 0.0 -1.6 0.67
H -1.80781 1.50699 2.39075 -0.8 -0.2 0.1 0.23
C -2.42287 1.01843 1.62416 0.4 -0.2 -0.5 -0.93
C -2.13805 -0.23809 1.21849 0.0 0.0 0.3 -0.64
H -1.55123 -0.92600 1.86203 -0.2 0.6 -0.7 0.70
C 2.51023 -2.25516 -0.28527 -0.1 0.4 0.6 -1.41
C 2.62687 -0.39589 -2.41335 -0.3 0.4 0.2 -1.05
C 0.51772 -2.29150 -2.18289 -0.5 0.2 0.1 -1.53
C 1.38873 3.49278 1.45028 -0.5 0.0 0.4 -1.18
C 3.52939 2.14767 0.28729 0.4 -0.9 0.1 -1.16
C 1.66879 3.45987 -1.36889 -0.8 -0.3 -0.5 -1.33
C -2.52590 -0.90341 -2.41332 0.4 -0.2 0.5 -1.46
C -0.52225 0.67577 -3.74669 0.4 0.1 0.3 -1.32
C -2.68975 1.84201 -2.37044 0.5 0.7 0.7 -1.34
H -3.26567 1.55284 1.16514 0.6 0.1 0.1 0.33
H -2.66270 -0.64850 0.34496 0.1 -0.1 0.8 0.39
H 1.97827 -2.69748 0.56579 0.2 0.0 -0.2 0.38
H 3.42704 -1.77660 0.07026 -0.1 -0.1 -0.1 0.37
H 2.77813 -3.05528 -0.98686 -0.1 0.3 0.1 0.63
H 3.27932 0.36381 -1.96453 -0.1 -0.3 -0.2 0.18
H 2.09770 0.04823 -3.26657 0.2 -0.1 0.2 0.36
H 3.23696 -1.24084 -2.75827 -0.1 0.2 0.1 0.51
H -0.29770 -2.72875 -1.59254 0.2 0.0 -0.2 0.35
H 1.21408 -3.09619 -2.46077 -0.1 0.4 0.1 0.67
H 0.10957 -1.85198 -3.09871 0.1 -0.2 0.4 0.38
H 1.66549 4.52910 1.10395 -0.1 -1.1 0.4 0.59
H 1.99702 3.17378 2.32559 -0.4 0.4 -0.6 0.55
H 0.30431 3.52119 1.71553 1.2 -0.2 -0.1 -0.16
H 4.01614 3.08614 0.00164 -0.3 -0.1 0.0 0.52
H 3.94391 1.33902 -0.32025 0.1 0.2 0.1 0.23
H 3.75857 1.94384 1.33946 -0.1 0.1 -0.3 0.44
H 2.38993 4.27068 -1.22341 -0.1 -0.2 0.1 0.61
H 0.65218 3.87126 -1.43326 0.3 -0.1 0.0 0.30
H 1.89249 2.93080 -2.29730 0.1 0.1 0.0 0.38
H -3.12782 -0.75221 -3.32383 0.3 0.2 0.3 0.47
H -3.20375 -1.00381 -1.55720 0.0 0.0 -0.3 0.47
H -1.95637 -1.82859 -2.51810 -0.3 0.1 0.0 0.46
H -1.19773 1.03644 -4.53579 0.1 -0.1 0.4 0.55
H -0.09851 -0.28286 -4.06472 -0.1 0.3 0.0 0.42
H 0.29995 1.39512 -3.63868 -0.2 -0.1 -0.2 0.26
H -3.23574 1.69821 -3.31186 0.3 -0.2 0.2 0.64
H -2.21246 2.83699 -2.34601 -0.4 -0.4 -0.1 0.42
H -3.39147 1.77773 -1.52950 0.1 0.1 -0.3 0.25
C -2.04461 4.28194 0.27613 -0.9 1.4 0.8 0.82
C -1.50337 5.26606 1.12458 -0.2 -0.1 -0.4 -0.31
C -2.07024 6.53813 1.14165 -0.1 0.0 0.2 -0.77
C -3.22465 6.81475 0.40366 0.1 -0.2 0.2 -0.56
C -3.86970 5.76607 -0.24614 -0.4 0.0 0.0 -0.72
C -3.31741 4.48070 -0.27616 0.3 0.3 0.2 -0.37
O -1.25849 3.23799 -0.16071 1.2 -3.3 1.1 0.36
H -1.10775 2.40211 0.47821 -1.3 2.8 -1.1 -0.97
H -0.67835 5.00756 1.78634 -0.1 0.5 -0.4 0.51
H -1.60807 7.32889 1.73020 -0.1 -0.2 0.0 0.42
H -3.67247 7.81275 0.43073 0.3 -0.4 -0.1 0.41
H -4.82728 5.96867 -0.74259 0.4 -0.3 0.3 0.40
H -3.90082 3.65268 -0.66089 0.3 0.2 -0.4 0.32
C 2.90291 -0.44385 2.40410 0.5 0.4 -0.6 -1.53
P 1.08719 -0.38725 2.07604 0.4 -1.9 2.9 1.10
C 0.56207 0.55476 3.56202 -0.4 0.5 -0.4 -1.32
C 0.68924 -2.13412 2.70888 -0.3 -0.1 -0.8 0.51
C -0.15099 -2.99266 1.99050 -0.2 -0.1 0.4 0.16
C -0.41383 -4.28292 2.46662 0.6 -0.2 -0.1 -0.93
C 0.28211 -4.78927 3.56729 -0.3 0.5 0.5 -0.63
C 1.09751 -3.92808 4.31369 0.4 0.2 -0.4 -0.78
C 1.30375 -2.61128 3.88568 -0.1 0.4 -0.1 -0.84
H 3.22308 -1.43462 2.75115 -0.3 0.3 -0.2 0.56
H 3.47430 -0.21205 1.50217 0.0 0.0 0.3 0.27
H 3.15421 0.29137 3.17730 0.0 -0.1 -0.2 0.50
H -0.53314 0.55379 3.64662 0.4 0.0 0.1 0.37
H 0.99051 0.09533 4.46265 -0.1 0.1 -0.3 0.53
H 0.91901 1.58818 3.45874 -0.2 -0.2 0.3 0.38
H -0.64470 -2.66257 1.07415 0.1 -0.1 0.2 0.40
H -1.10826 -4.92992 1.94413 0.1 0.1 -0.1 0.43
H 0.13117 -5.81234 3.92472 0.0 0.4 -0.3 0.41
H 1.64387 -4.28390 5.19423 -0.4 0.1 -0.3 0.41
H 1.94982 -1.94020 4.46619 -0.2 -0.5 -0.1 0.31
```
Positions in Å, forces in eV/Å.

Its HOMO-LUMO gap (spin up / spin down) is 7.4 / 4.3 eV. The highest occupied orbital energy (spin up / spin down) comes out at -0.595 / -0.591 Eh. The expectation value of S² is 8.772. Its total charge is +3. Its largest force on an atom is 6.5 eV Å⁻¹. Its spin multiplicity is 6.

# 2
Here is C25H48OP2Re as an isolated structure from OMol25. Energies are from ωB97M-V/def2-TZVPD.

```
77
Properties=species:S:1:pos:R:3:forces:R:3:mulliken_charge:R:1
Re -0.18738 0.11978 1.04475 -6.0 -9.7 -4.2 -1.36
C 1.55975 0.71287 2.03852 1.4 1.2 1.0 0.82
C 1.23589 1.65249 1.00154 1.3 2.1 1.4 0.86
C -0.52623 1.60065 2.50539 0.0 1.3 1.1 0.97
C 0.47917 0.69722 2.97221 0.7 0.9 1.5 0.87
C -0.06665 2.19163 1.28743 0.8 1.7 0.5 0.51
C 2.89552 0.07731 2.23679 0.2 -0.3 0.0 -1.39
H 3.39935 -0.09481 1.28117 0.0 0.0 0.2 0.24
H 2.81297 -0.88002 2.75802 0.1 0.2 -0.1 0.43
H 3.54273 0.72451 2.84840 -0.2 -0.1 -0.2 0.35
C 0.48923 -0.00308 4.29220 -0.2 -0.5 0.2 -1.43
H 1.45531 -0.48419 4.47536 -0.2 0.2 0.0 0.45
H -0.27295 -0.78625 4.34595 0.1 0.1 0.1 0.24
H 0.27770 0.70143 5.11303 0.2 -0.1 -0.4 0.37
C -1.79548 1.95665 3.20705 -0.4 -0.2 0.0 -1.56
H -1.73020 2.96867 3.63343 0.1 -0.3 -0.1 0.35
H -2.01559 1.24793 4.01175 0.0 0.2 -0.1 0.45
H -2.64735 1.95205 2.51583 0.1 0.0 0.1 0.30
C -0.69443 3.33446 0.56621 -0.3 0.1 -0.3 -1.16
H -0.22915 4.28746 0.86388 -0.1 -0.3 0.0 0.28
H -1.76394 3.39749 0.79311 0.2 0.1 -0.1 0.45
H -0.56491 3.22632 -0.51589 -0.1 0.1 0.3 0.08
C 2.25202 2.32188 0.15673 0.4 -0.1 -0.8 -0.93
H 2.66141 3.20863 0.66981 -0.3 -0.3 0.0 0.36
H 1.81665 2.65374 -0.78444 0.2 0.0 0.2 -0.04
H 3.09189 1.65107 -0.05740 -0.2 0.2 0.0 0.40
C 0.91628 -0.87614 -2.37120 0.5 -0.1 -0.1 1.12
C 1.96328 -0.16577 -1.92877 -0.1 -0.4 -0.3 1.00
C 2.76434 0.71039 -2.85014 0.5 0.1 0.1 -1.58
C 2.16682 2.11675 -3.16444 0.4 0.2 0.2 -1.53
C 0.72768 2.32828 -2.77410 -0.6 0.1 -0.9 -0.41
C -0.26271 1.61208 -3.32942 0.4 0.7 -0.3 -0.61
C -0.02288 0.52382 -4.34390 -0.4 0.0 -0.4 -1.13
C 0.49312 -0.84827 -3.81925 -0.2 -0.4 -0.1 -1.89
H 2.94584 0.19451 -3.80731 -0.1 0.0 0.4 0.37
H 2.28768 2.29576 -4.24764 -0.2 0.0 0.4 0.58
H 3.75649 0.85557 -2.39513 -0.2 0.0 -0.3 0.46
H 1.33015 -1.16864 -4.46404 -0.2 0.1 0.4 0.54
H 0.38517 -1.58577 -1.72984 0.2 0.3 0.0 -0.54
H 2.35741 -0.28943 -0.91636 -0.4 0.0 -0.1 0.14
H -0.29146 -1.60281 -3.98400 0.3 0.2 0.1 0.44
H -0.98259 0.35214 -4.85687 0.4 0.0 0.1 0.43
H -1.29967 1.93947 -3.24621 0.4 -0.1 0.2 0.97
H 0.66804 0.87366 -5.12847 -0.2 0.1 0.3 0.40
H 2.79570 2.87279 -2.67111 -0.2 -0.2 -0.2 0.34
H 0.50305 3.22494 -2.18418 -0.1 -0.4 -0.3 1.20
P 0.78741 -2.49181 0.75713 0.4 -0.1 0.2 1.29
C 0.99688 -3.23318 2.42972 -0.2 0.4 0.0 -1.04
H 1.30810 -4.28288 2.30811 -0.1 0.4 0.0 0.56
H 0.04993 -3.19194 2.98356 0.4 -0.1 -0.1 0.17
H 1.76439 -2.68931 2.99536 -0.2 -0.2 -0.1 0.21
C -0.33778 -3.72670 -0.00956 -0.2 0.4 0.0 -1.14
H -0.05596 -4.73248 0.33582 0.0 0.3 -0.1 0.56
H -0.27011 -3.68497 -1.10308 0.0 -0.1 0.2 0.38
H -1.36701 -3.51309 0.30388 0.3 -0.1 -0.1 0.18
C 2.40787 -2.90699 0.01374 -0.1 0.2 -0.1 -1.35
H 2.40681 -2.64106 -1.04820 0.1 -0.2 0.2 0.35
H 2.59681 -3.98349 0.13248 0.0 0.3 0.0 0.53
H 3.19905 -2.34023 0.51864 -0.1 -0.2 -0.1 0.36
P -2.43646 0.06274 -0.50423 -0.3 0.5 -0.6 1.57
C -3.05138 1.62206 -1.23978 0.2 0.1 0.0 -1.37
H -3.84341 1.38863 -1.96898 0.2 0.1 0.3 0.52
H -2.23742 2.15605 -1.73681 -0.3 -0.1 0.2 0.07
H -3.45383 2.26538 -0.44466 0.0 -0.2 -0.2 0.43
C -2.30762 -1.07178 -1.92459 0.3 0.1 -0.1 -0.99
H -1.53354 -0.69235 -2.59484 -0.3 -0.2 0.1 -0.40
H -3.26073 -1.12860 -2.46990 0.2 0.1 0.3 0.64
H -2.03312 -2.07320 -1.56742 -0.1 0.2 -0.1 0.27
C -4.00813 -0.54489 0.22762 0.5 0.1 0.5 -1.52
H -4.83854 -0.34784 -0.46599 0.4 0.0 0.1 0.52
H -4.18355 -0.01394 1.17039 -0.2 -0.2 -0.1 0.36
H -3.93251 -1.62136 0.41687 -0.1 0.3 0.0 0.35
C -2.23524 -1.68325 2.74189 0.0 0.1 0.1 -0.81
O -1.55542 -1.43235 1.52487 1.4 1.8 0.3 -0.56
H -2.07347 -0.88669 3.48579 -0.2 -0.3 -0.2 -0.02
H -1.86804 -2.63554 3.15592 -0.4 0.2 0.0 0.26
H -3.31105 -1.74416 2.52777 0.3 -0.2 0.3 0.45
```
Positions in Å, forces in eV/Å.

Its HOMO-LUMO gap (spin up / spin down) is 8.5 / 6.3 eV. The highest occupied orbital energy (spin up / spin down) comes out at -0.531 / -0.530 Eh. The expectation value of S² is 3.771. Its total charge is +2. Its largest force on an atom is 12.2 eV Å⁻¹. Its spin multiplicity is 4.

# 3
Here is C25H49AlBeClF5LiN7NaO9P as an isolated structure from OMol25. Energies are from ωB97M-V/def2-TZVPD.

```
101
Properties=species:S:1:pos:R:3:forces:R:3:mulliken_charge:R:1
C -5.27946 -0.35567 -0.29556 0.3 1.5 -0.6 -0.38
C -4.78650 0.37900 1.06318 -0.1 -0.8 0.4 -0.80
C -3.17811 0.49399 1.22458 -0.7 -1.0 0.4 0.61
O -2.61152 1.72968 0.62306 1.5 -1.6 0.7 -0.39
C -1.16111 1.64087 0.84195 -1.1 0.7 2.0 -0.27
N -0.35216 1.56880 -0.42727 0.8 -2.0 0.8 1.01
C 0.48913 2.80942 -0.56219 1.9 0.3 -1.2 -0.58
C -0.31181 4.08648 -1.15805 0.3 0.2 0.4 -0.62
C -1.19530 4.91008 -0.07807 -0.5 0.9 -0.2 -0.25
C -0.32330 5.82901 0.94712 -0.1 0.1 -0.7 -0.58
N -1.18807 6.96944 1.47799 1.3 1.1 0.2 -0.32
C -0.36859 8.23191 1.61606 0.2 3.5 -1.9 0.41
C 0.85199 8.18255 2.71478 -0.5 0.5 -0.1 -0.75
O -0.58517 9.30353 0.91314 1.0 -6.0 3.7 -0.52
C 0.50717 0.32580 -0.37740 0.2 1.6 0.9 -2.07
N 1.51746 0.27197 0.70323 -0.7 -0.7 -2.0 0.99
C 2.93307 0.30614 0.21505 1.7 1.5 -1.0 -0.25
C 3.97932 0.69747 1.43113 -1.3 -0.2 0.3 -0.31
N 4.76757 1.94054 1.05103 -0.6 -1.6 0.3 -0.68
C 1.23464 -0.78265 1.72914 -0.5 -1.3 0.9 -0.35
C 2.11928 -2.13095 1.64520 -1.7 -1.8 1.5 -0.16
O 3.22211 -2.19306 2.63318 -0.8 1.3 -0.9 -0.61
C 1.10246 -3.36096 2.07321 1.7 0.0 -0.3 -0.24
N 0.76232 -3.31057 3.54101 -0.6 1.0 -0.8 -0.51
N 0.27106 -0.61407 -1.31384 -0.7 2.1 1.6 1.09
O 0.96748 -1.76969 -1.30341 0.8 -1.1 -1.1 0.12
C 1.75371 -1.95626 -2.51388 3.6 0.4 -5.1 0.10
O 2.57200 -1.10289 -3.01318 -4.5 -3.7 3.5 -0.55
C 1.49888 -3.36788 -3.30163 -1.4 -2.9 -0.3 0.38
C 0.26227 -4.29098 -2.79457 1.3 -0.8 -2.0 -0.08
C -0.14245 -5.68213 -3.44637 3.6 2.6 -1.3 -0.53
C 0.76269 -6.21919 -4.64948 0.4 3.8 2.2 -0.27
C 1.98438 -5.31988 -5.16217 -1.8 1.0 2.2 -0.46
C 2.36951 -3.87946 -4.53137 -3.2 -2.5 1.5 -0.27
P -0.99446 -0.28927 -2.56547 -1.9 3.9 -4.8 0.09
N -0.39782 0.94515 -3.44131 -1.5 -2.1 2.0 -0.84
O -1.20116 -1.59194 -3.66440 1.3 2.0 2.5 -0.34
O -2.54420 0.04412 -1.89166 2.6 -1.7 -1.5 -0.12
H -6.39162 -0.66790 -0.30466 1.9 0.4 0.2 0.45
H -4.59409 -1.28567 -0.53896 -1.2 1.8 0.8 -0.13
H -5.12453 0.37880 -1.19990 -0.3 -1.4 1.6 0.15
H -5.29584 1.41446 1.21109 1.0 -1.8 -0.5 0.29
H -5.17058 -0.28634 1.95165 0.9 1.3 -1.6 0.30
H -2.95253 0.43647 2.36976 -0.3 0.4 -2.1 0.08
H -2.62306 -0.40795 0.71203 -1.3 1.4 0.9 -0.03
H -1.00108 0.75602 1.56731 0.1 1.4 -1.3 0.04
H -0.84218 2.60772 1.42828 -0.5 -1.9 -1.2 0.07
H 1.06681 3.03145 0.43352 -1.2 -0.2 -1.7 0.34
H 1.32753 2.54869 -1.34337 -1.6 0.5 1.3 0.29
H -0.95750 3.78540 -2.08625 1.2 0.4 1.9 0.16
H 0.50529 4.82807 -1.55945 -1.5 -1.4 0.7 0.37
H -1.94184 4.27418 0.53188 1.2 0.8 -1.1 0.06
H -1.85097 5.66445 -0.69640 1.3 -1.4 1.3 0.34
H 0.09826 5.25241 1.85520 -0.3 0.6 -1.7 0.25
H 0.50529 6.33555 0.30559 -1.1 -1.0 1.3 0.35
H -1.58350 6.73361 2.40992 0.5 0.2 -0.9 0.31
H 1.55310 9.10365 2.63737 -1.5 -1.5 -0.1 0.30
H 1.50404 7.23484 2.60758 -1.3 1.4 0.2 0.24
H 0.33427 8.22110 3.76302 1.0 -0.3 -1.9 0.26
H 3.00529 1.21566 -0.52702 -0.2 -1.7 1.3 0.38
H 3.27435 -0.61682 -0.39280 -0.7 1.3 1.2 0.17
H 4.67796 -0.18299 1.71580 -1.5 1.3 -0.5 0.28
H 3.29181 0.97630 2.34268 1.5 -0.6 -1.6 0.18
H 5.22904 1.69529 0.15648 0.2 0.5 1.0 0.25
H 5.44911 2.05359 1.82478 -0.2 0.0 -1.1 0.28
H 0.11346 -1.10544 1.61436 2.1 0.6 0.4 0.18
H 1.38131 -0.33150 2.80067 -0.4 -0.6 -2.0 0.35
H 2.51172 -2.41531 0.59946 -0.4 0.8 1.8 0.18
H 2.98683 -1.68121 3.44787 0.0 -0.7 -0.9 0.44
H 0.16578 -3.39762 1.37571 0.8 -0.3 0.9 0.18
H 1.73522 -4.33211 1.91815 -1.2 1.6 0.0 0.28
H 0.99911 -2.39427 3.96157 -0.2 -0.8 -0.4 0.10
H -0.25501 -3.43350 3.70335 0.9 0.1 -0.4 0.34
H -0.37645 -3.87241 -1.90324 1.3 -1.1 -1.7 0.29
H -1.06432 -6.26545 -3.03357 2.0 1.2 -0.9 0.34
H 0.47830 -7.25022 -5.09863 0.8 2.2 0.6 0.31
H 2.60751 -5.74989 -6.05596 -1.3 1.1 2.0 0.29
H 3.23844 -3.25675 -4.96112 -1.6 -1.2 0.8 0.36
H -1.07402 1.73021 -3.39993 0.6 -0.6 0.0 0.15
H -0.58321 -1.36719 -4.42702 -0.9 -0.2 1.0 0.26
H -3.16140 0.02149 -2.67324 0.7 -0.1 0.8 0.34
C -1.01623 -2.78521 -6.62498 -0.1 0.9 1.1 -0.53
C -0.86890 -3.67642 -7.87649 0.3 0.5 -0.3 -0.35
O -1.37046 -4.86331 -7.57017 0.1 -0.2 -0.3 -0.52
H -0.46586 -3.19062 -5.76807 -0.1 -0.3 -0.2 -0.08
H -0.61224 -1.78647 -6.83122 0.1 0.0 -0.2 0.41
H -2.06486 -2.65996 -6.33326 0.1 -0.2 -0.2 0.32
H 0.19818 -3.61407 -8.15138 0.4 -0.6 0.3 0.23
H -1.33887 -3.10492 -8.69506 -0.7 -0.2 -0.1 0.30
Be -4.26415 -2.83961 -1.31813 0.4 -0.8 -0.2 0.24
F 1.17052 -2.79424 7.53239 -0.3 1.6 0.3 -0.50
Al 1.41262 -1.07349 7.03791 -1.1 0.8 -2.1 0.71
F -0.13395 -0.26143 6.78181 3.1 -0.7 0.8 -0.23
F 2.36772 -1.01935 5.53185 -0.9 -0.2 1.9 -0.34
F 2.30265 -0.22220 8.33828 -0.4 -1.3 -0.1 -0.53
F -1.27069 -4.01056 0.79345 -0.1 0.5 -0.5 -0.79
Na 2.82749 -1.05745 10.39100 -0.2 0.3 -0.7 0.97
Cl -2.41042 -1.66184 6.69067 0.1 -1.4 0.8 -0.79
O -2.07401 0.71891 4.09608 0.1 0.1 -1.1 -0.67
H -1.98810 0.72787 5.04160 0.1 -0.3 1.1 0.19
Li -0.90382 -3.27290 7.93740 -0.3 1.0 -1.2 0.81
```
Positions in Å, forces in eV/Å.

Its HOMO-LUMO gap is 1.4 eV. The highest occupied orbital energy comes out at -0.233 Eh. Its total charge is 0. Its largest force on an atom is 7.1 eV Å⁻¹.